# 1
Formula: C23H29N2O2
Source: the OMol25 dataset
Level of theory: ωB97M-V/def2-TZVPD

CARTESIAN COORDINATES (ANGSTROEM)
C (6.0824, -2.2425, 1.1053)
O (5.4785, -1.0722, 1.7124)
C (4.1948, -0.7720, 1.3846)
C (3.3821, -1.6201, 0.5915)
C (2.0567, -1.2836, 0.3721)
C (1.5039, -0.0902, 0.8873)
C (0.1051, 0.2124, 0.7259)
C (-0.8789, -0.7269, 1.0089)
C (-2.3128, -0.4475, 1.0765)
C (-3.0584, 0.7159, 0.9377)
C (-4.4591, 0.6200, 1.0564)
C (-5.0854, -0.6082, 1.3363)
C (-4.3323, -1.7803, 1.5238)
C (-2.9566, -1.6658, 1.3760)
N (-1.9656, -2.6426, 1.5501)
C (-2.2082, -4.0137, 1.9529)
C (-0.7345, -2.1040, 1.3278)
C (2.3520, 0.7813, 1.6210)
C (3.6506, 0.4297, 1.9129)
H (7.1064, -2.2238, 1.4778)
H (5.5721, -3.1605, 1.4304)
H (6.0737, -2.1748, 0.0074)
H (3.7806, -2.5524, 0.1801)
H (1.4147, -1.9463, -0.2049)
H (-0.1967, 1.2513, 0.7269)
H (-2.5490, 1.6696, 0.7880)
H (-5.0704, 1.5170, 0.9441)
H (-6.1724, -0.6565, 1.3993)
H (-4.7760, -2.7483, 1.7538)
H (-3.2881, -4.1838, 1.9894)
H (-1.7454, -4.6963, 1.2277)
H (-1.7765, -4.2267, 2.9426)
H (0.1821, -2.6819, 1.4508)
H (1.9337, 1.7140, 2.0002)
H (4.2851, 1.0442, 2.5460)
C (0.0696, 4.2821, 0.2959)
O (-0.0155, 3.0141, -0.3368)
C (0.3510, 3.0515, -1.7074)
C (0.4061, 1.6269, -2.2462)
C (0.2100, 1.5456, -3.7608)
C (-0.8466, 0.4451, -3.9995)
C (-1.4933, 0.1908, -2.6308)
N (-0.6110, 0.7774, -1.6236)
H (-0.0319, 4.1054, 1.3709)
H (1.0410, 4.7753, 0.1021)
H (-0.7340, 4.9584, -0.0465)
H (-0.4136, 3.6298, -2.2658)
H (1.3538, 3.5113, -1.8267)
H (1.3922, 1.2222, -1.9859)
H (-0.1547, 2.5112, -4.1294)
H (1.1598, 1.3265, -4.2618)
H (-1.6003, 0.7415, -4.7354)
H (-0.3511, -0.4563, -4.3710)
H (-2.4824, 0.6793, -2.5552)
H (-1.6739, -0.8785, -2.4511)
H (-1.1636, 1.3063, -0.9541)

Force components x, y, z for each atom (eV/Å):
C -0.2 0.4 0.3
O -0.7 -0.1 -0.6
C -0.2 -0.3 0.1
C 0.3 0.1 0.2
C -0.1 0.3 0.3
C 0.8 -0.1 -0.6
C 0.0 -0.7 1.2
C -0.4 -0.4 -0.1
C 0.0 -0.5 0.0
C -0.7 -0.1 0.1
C 0.6 0.0 0.0
C 0.4 -0.4 -0.1
C -0.1 0.4 -0.2
C 0.2 0.5 0.1
N 1.5 0.6 -0.3
C 0.1 -0.5 0.1
C -1.2 0.2 0.2
C -0.4 -0.1 -0.3
C 0.4 -0.6 -0.3
H -0.2 -0.1 -0.1
H 0.2 0.3 0.0
H 0.0 0.1 0.3
H -0.2 0.5 0.1
H 0.2 0.2 -0.1
H 0.2 0.0 0.0
H -0.3 -0.1 -0.1
H 0.2 -0.3 0.0
H 0.3 0.0 0.0
H -0.1 0.4 0.0
H 0.4 -0.1 0.0
H -0.3 0.1 0.2
H -0.2 0.2 -0.3
H -0.5 0.1 0.0
H 0.2 -0.2 -0.1
H -0.1 0.0 -0.2
C 0.0 0.3 0.0
O 0.4 0.3 0.1
C -0.1 0.2 -0.3
C 0.5 -0.2 0.4
C -0.1 0.2 -0.2
C 0.3 -0.1 0.0
C -0.8 0.0 -0.1
N -0.2 0.2 0.4
H 0.0 0.1 -0.2
H -0.3 -0.3 0.1
H 0.2 -0.2 0.1
H 0.4 0.0 0.2
H -0.5 0.0 0.0
H 0.0 0.0 0.0
H 0.1 -0.1 0.0
H -0.3 0.1 0.0
H 0.2 -0.1 0.1
H -0.2 0.1 0.1
H 0.3 -0.2 -0.2
H 0.2 0.2 0.0
H 0.2 0.0 -0.5

As for the total charge: +1. The calculation puts the HOMO-LUMO gap at 6.9 eV. For the relative energy (zero: lowest compared OMol25 entry of this formula, charge and spin), the calculation gives 49.03 kcal per mole. The value obtained for the strongest force on any atom is 0.0312 Eh/bohr. For the HOMO energy, the calculation gives -10.99 eV. The lowest unoccupied orbital energy comes out at -4.1 eV. As for the molar mass: 365.5 g/mol.

For each atom in turn, the Löwdin charge in e is: -0.045, -0.069, -0.240, 0.004, -0.028, -0.204, 0.075, -0.129, -0.115, -0.008, -0.055, -0.057, 0.009, -0.156, -0.061, 0.010, 0.073, 0.003, 0.023, 0.098, 0.098, 0.101, 0.112, 0.120, 0.101, 0.115, 0.111, 0.112, 0.110, 0.086, 0.107, 0.110, 0.146, 0.125, 0.128, -0.083, -0.255, -0.167, -0.309, -0.121, -0.145, -0.181, -0.006, 0.091, 0.098, 0.098, 0.138, 0.143, 0.138, 0.111, 0.118, 0.112, 0.108, 0.121, 0.111, 0.072

---

# 2
Formula: C23H29N3O3S
Source: the OMol25 dataset
Level of theory: ωB97M-V/def2-TZVPD

CARTESIAN COORDINATES (ANGSTROEM)
C (-2.9059, 1.2239, -0.7167)
H (-3.5074, 2.1378, -0.7534)
O (-1.5370, 1.5118, -0.5516)
C (-0.8516, 2.0907, -1.5740)
C (-1.4362, 2.5793, -2.7356)
C (-0.6487, 3.1490, -3.7232)
C (0.7214, 3.2357, -3.5656)
C (1.3076, 2.7447, -2.4091)
C (0.5416, 2.1780, -1.4074)
C (1.1739, 1.5908, -0.1676)
N (0.8076, 0.1957, -0.0327)
C (1.4858, -0.7776, -0.6529)
O (2.5915, -0.6491, -1.1433)
C (0.7415, -2.1324, -0.6977)
N (0.4711, -2.6342, 0.6393)
C (-0.4000, -2.1145, 1.5223)
O (-1.2717, -1.3074, 1.2551)
C (-0.1961, -2.6613, 2.9400)
N (1.2270, -2.8602, 3.1797)
H (1.3406, -3.2846, 4.0944)
C (1.9961, -1.6174, 3.1140)
C (1.2464, -0.3529, 3.4571)
C (1.9031, 0.8655, 3.3303)
C (1.2505, 2.0512, 3.6047)
C (-0.0769, 2.0298, 4.0024)
C (-0.7384, 0.8231, 4.1195)
C (-0.0873, -0.3745, 3.8524)
C (-0.8163, -1.6853, 3.9456)
H (-0.7329, -2.0995, 4.9560)
H (-1.8731, -1.5393, 3.7207)
H (-1.7775, 0.8011, 4.4142)
H (-0.5956, 2.9537, 4.2115)
H (1.7731, 2.9912, 3.5040)
H (2.9347, 0.8751, 3.0079)
H (2.3857, -1.5056, 2.0925)
H (2.8645, -1.7172, 3.7714)
H (-0.6870, -3.6409, 3.0035)
H (1.1725, -3.2384, 1.0458)
C (-0.5366, -1.9936, -1.5384)
C (-0.2325, -1.3764, -2.8944)
H (0.3193, -0.4408, -2.7885)
H (0.3403, -2.0597, -3.5240)
S (-1.7855, -0.9733, -3.7655)
C (-1.0651, -0.1574, -5.2148)
H (-1.8898, 0.1559, -5.8459)
H (-0.4908, 0.7069, -4.8904)
H (-0.4339, -0.8622, -5.7491)
H (-0.9915, -2.9776, -1.6706)
H (-1.2540, -1.3677, -1.0081)
H (1.4181, -2.8454, -1.1812)
H (-0.1385, 0.0233, 0.2876)
H (0.8294, 2.1162, 0.7269)
H (2.2617, 1.6521, -0.2393)
H (2.3792, 2.7930, -2.2851)
H (1.3335, 3.6741, -4.3390)
H (-1.1175, 3.5228, -4.6219)
H (-2.5024, 2.5131, -2.8818)
H (-3.1803, 0.6401, 0.1607)
H (-3.0825, 0.6297, -1.6187)

Force components x, y, z for each atom (eV/Å):
C -0.4 -0.1 0.0
H 0.0 0.0 0.0
O 0.4 0.1 0.0
C 0.2 0.2 -0.2
C -0.2 -0.1 0.2
C 0.1 0.1 0.0
C 0.0 0.1 -0.2
C -0.1 0.0 0.0
C -0.1 -0.1 0.2
C 0.0 0.1 -0.1
N -0.2 0.3 0.3
C -0.1 -0.7 0.2
O 0.3 0.1 -0.3
C -0.2 0.2 -0.3
N 0.3 -0.2 -0.2
C 0.1 -0.5 0.1
O -0.3 0.3 0.0
C -0.4 0.1 0.4
N 0.1 -0.2 0.3
H 0.0 0.0 -0.2
C 0.2 0.0 -0.2
C -0.1 0.0 0.1
C -0.1 0.0 0.0
C 0.1 0.1 0.0
C -0.1 0.1 0.0
C 0.1 0.0 0.0
C 0.1 0.0 0.1
C 0.0 -0.2 -0.3
H 0.0 -0.1 -0.1
H 0.0 0.0 0.1
H -0.1 0.0 0.0
H 0.0 0.1 0.0
H 0.0 0.1 0.0
H 0.1 0.0 -0.1
H 0.1 0.0 0.2
H 0.0 0.0 -0.1
H 0.0 0.1 -0.1
H 0.0 0.1 0.1
C 0.0 0.0 -0.2
C -0.4 0.1 -0.3
H 0.1 0.0 0.0
H 0.1 0.0 0.0
S 0.2 -0.1 0.0
C -0.1 -0.2 0.4
H 0.0 0.1 -0.1
H 0.0 0.1 -0.1
H 0.0 0.0 -0.1
H 0.0 0.0 0.1
H 0.0 -0.1 0.0
H 0.0 0.2 0.1
H 0.1 -0.1 -0.1
H 0.1 0.0 0.0
H -0.1 0.1 0.1
H 0.1 0.0 0.0
H 0.1 0.0 -0.1
H 0.0 0.0 -0.1
H -0.1 0.0 0.0
H 0.0 0.0 -0.1
H 0.0 0.1 0.0

The calculation puts the HOMO-LUMO gap at 8.8 eV. For the relative energy (zero: lowest compared OMol25 entry of this formula, charge and spin), the calculation gives 0.00 kcal per mole. The value obtained for the strongest force on any atom is 0.0133 Eh/bohr. For the HOMO energy, the calculation gives -8.19 eV. As for the SMILES: COc1ccccc1CNC(=O)[C@H](CCSC)NC(=O)[C@@H]1Cc2ccccc2CN1. The lowest unoccupied orbital energy comes out at 0.7 eV. As for the molar mass: 427.6 g/mol.

For each atom in turn, the Löwdin charge in e is: -0.074, 0.096, -0.096, -0.232, -0.030, -0.103, -0.095, -0.032, -0.131, -0.094, 0.109, -0.479, 0.068, -0.195, 0.135, -0.435, 0.062, -0.243, -0.026, 0.119, -0.143, -0.162, -0.048, -0.097, -0.082, -0.029, -0.177, -0.086, 0.127, 0.120, 0.114, 0.101, 0.103, 0.118, 0.114, 0.131, 0.157, 0.138, -0.207, -0.471, 0.072, 0.089, 0.810, -0.396, 0.030, 0.013, 0.034, 0.124, 0.086, 0.159, 0.103, 0.122, 0.125, 0.116, 0.100, 0.106, 0.107, 0.094, 0.064

---

# 3
Formula: C23H29N3O3S
Source: the OMol25 dataset
Level of theory: ωB97M-V/def2-TZVPD

CARTESIAN COORDINATES (ANGSTROEM)
C (0.1806, -5.2611, 0.8361)
C (0.4831, -3.9664, 0.1475)
C (1.5460, -3.8840, -0.7443)
C (1.8512, -2.6940, -1.3801)
C (1.0707, -1.5846, -1.1218)
C (-0.0029, -1.6454, -0.2584)
C (-0.3022, -2.8332, 0.3954)
C (-1.4466, -2.8941, 1.3567)
H (-1.8949, -1.9128, 1.4691)
H (-2.2061, -3.5944, 1.0090)
H (-1.1046, -3.2331, 2.3333)
H (-0.5903, -0.7562, -0.1007)
S (1.4792, -0.0414, -1.9114)
O (2.4555, -0.2858, -2.9418)
O (0.2940, 0.6734, -2.2844)
N (2.2213, 0.8669, -0.6791)
C (2.7081, 2.1107, -1.2482)
C (3.2429, 3.0255, -0.1218)
N (3.4364, 2.3251, 1.1323)
C (2.3016, 2.2810, 2.0350)
C (1.0187, 1.5666, 1.5723)
O (0.7486, 0.4367, 1.9227)
N (0.1996, 2.3734, 0.8477)
C (-1.0347, 2.0546, 0.2619)
C (-1.4296, 2.7680, -0.8646)
C (-2.6490, 2.5188, -1.4700)
C (-3.4782, 1.5566, -0.9312)
C (-3.0933, 0.8541, 0.2071)
C (-1.8792, 1.0943, 0.8166)
H (-1.5787, 0.5670, 1.7080)
C (-4.1581, -0.1309, 0.5956)
H (-4.3225, -0.1758, 1.6725)
H (-3.8743, -1.1299, 0.2526)
C (-5.3929, 0.3688, -0.1707)
H (-6.0688, -0.4409, -0.4422)
H (-5.9430, 1.0772, 0.4511)
C (-4.8287, 1.1002, -1.3989)
H (-5.4645, 1.9237, -1.7245)
H (-4.7101, 0.4128, -2.2412)
H (-2.9411, 3.0718, -2.3499)
H (-0.7704, 3.5185, -1.2766)
H (0.6071, 3.2275, 0.4958)
H (2.0541, 3.3153, 2.2983)
H (2.6389, 1.7685, 2.9401)
C (4.0860, 1.0565, 0.8950)
C (3.2620, 0.1109, -0.0088)
H (3.9143, -0.3825, -0.7444)
H (2.7590, -0.6518, 0.5892)
H (4.2816, 0.5777, 1.8552)
H (5.0460, 1.2806, 0.4204)
H (2.5843, 3.8789, 0.0487)
H (4.2197, 3.4228, -0.4209)
H (3.4977, 1.8990, -1.9840)
H (1.8653, 2.5553, -1.7797)
H (2.6706, -2.6104, -2.0757)
H (2.1453, -4.7616, -0.9389)
H (-0.8365, -5.5827, 0.6163)
H (0.2634, -5.1461, 1.9161)
H (0.8681, -6.0396, 0.5166)

Force components x, y, z for each atom (eV/Å):
C 0.0 0.1 0.0
C 0.0 0.1 -0.1
C 0.0 0.1 0.0
C 0.1 0.0 -0.1
C 0.3 0.5 -0.3
C -0.1 0.0 0.1
C 0.1 0.1 -0.2
C 0.1 0.0 0.0
H -0.1 0.1 0.1
H -0.1 0.0 0.0
H -0.1 0.0 0.1
H -0.1 0.0 0.1
S 0.1 0.2 0.0
O 0.1 -0.3 0.1
O -0.2 -0.1 0.2
N -0.5 -0.8 -0.6
C 0.1 0.3 -0.4
C 0.1 0.0 0.0
N -0.1 0.0 0.1
C 0.1 0.0 0.1
C 0.2 0.3 0.4
O -0.1 -0.2 0.1
N -0.1 0.5 -0.2
C -0.3 -0.2 0.0
C 0.0 0.0 0.0
C 0.1 0.0 0.1
C 0.0 -0.1 0.1
C 0.0 0.2 -0.2
C 0.1 0.1 0.1
H 0.0 0.0 0.1
C -0.1 -0.1 0.1
H 0.0 -0.1 0.0
H 0.0 -0.1 0.0
C 0.0 -0.1 0.0
H -0.1 0.0 0.0
H 0.0 0.0 0.0
C -0.1 0.0 -0.1
H 0.0 0.0 -0.1
H -0.1 0.0 -0.1
H 0.0 0.1 -0.1
H 0.1 0.1 -0.1
H 0.0 -0.1 0.2
H 0.0 -0.1 0.0
H -0.2 0.0 0.0
C 0.0 -0.1 -0.1
C 0.4 -0.5 0.3
H 0.1 0.0 0.1
H 0.2 0.0 0.0
H 0.1 0.0 -0.1
H 0.0 -0.1 0.0
H 0.0 0.0 0.0
H -0.1 0.0 -0.1
H 0.0 0.1 0.1
H 0.1 0.2 0.0
H 0.1 -0.1 -0.1
H 0.0 -0.1 0.0
H -0.1 -0.1 0.0
H 0.0 -0.1 0.1
H 0.0 -0.1 0.0

The calculation puts the HOMO-LUMO gap at 8.8 eV. For the relative energy (zero: lowest compared OMol25 entry of this formula, charge and spin), the calculation gives 28.80 kcal per mole. The value obtained for the strongest force on any atom is 0.0213 Eh/bohr. For the HOMO energy, the calculation gives -8.07 eV. As for the SMILES: Cc1ccc(S(=O)(=O)N2CCN(CC(=O)Nc3ccc4c(c3)CCC4)CC2)cc1C. The lowest unoccupied orbital energy comes out at 0.7 eV. As for the molar mass: 427.6 g/mol.

For each atom in turn, the Löwdin charge in e is: -0.041, -0.221, -0.024, -0.056, -0.275, -0.002, -0.201, -0.027, 0.059, 0.089, 0.088, 0.095, 0.697, -0.288, -0.269, -0.237, -0.175, -0.149, -0.167, -0.090, -0.456, 0.063, 0.139, -0.227, -0.034, -0.015, -0.188, -0.177, 0.019, 0.113, -0.132, 0.117, 0.111, -0.173, 0.104, 0.112, -0.131, 0.113, 0.120, 0.115, 0.111, 0.125, 0.127, 0.130, -0.140, -0.175, 0.122, 0.114, 0.125, 0.123, 0.111, 0.121, 0.123, 0.111, 0.112, 0.112, 0.086, 0.086, 0.077

---

# 4
Formula: C23H29N3O6
Source: the OMol25 dataset
Level of theory: ωB97M-V/def2-TZVPD

CARTESIAN COORDINATES (ANGSTROEM)
C (1.3646, 5.6924, 2.3173)
H (1.0001, 6.6531, 2.6732)
H (2.0690, 5.2957, 3.0433)
H (0.5171, 5.0156, 2.2444)
C (2.0595, 5.8814, 0.9732)
N (2.8458, 4.7262, 0.5721)
C (2.0983, 3.4960, 0.4664)
H (2.8047, 2.6859, 0.2826)
H (1.6246, 3.3070, 1.4308)
C (1.0281, 3.4479, -0.6514)
N (0.5131, 2.1154, -0.8248)
C (1.1886, 1.1585, -1.5019)
O (2.2434, 1.3224, -2.0779)
C (0.3633, -0.1210, -1.4105)
O (0.6239, -1.1665, -1.9653)
C (-0.7811, 0.2100, -0.5806)
C (-1.8275, -0.5844, -0.2518)
C (-1.8840, -2.0136, -0.5044)
C (-2.9604, -2.6838, -1.0852)
N (-2.6577, -3.9920, -1.1073)
C (-1.4237, -4.2060, -0.5432)
C (-0.9057, -2.9809, -0.1546)
C (0.3860, -2.7312, 0.5257)
H (1.1724, -2.6524, -0.2251)
H (0.6316, -3.5542, 1.1909)
H (0.3561, -1.7953, 1.0794)
C (-0.9425, -5.5755, -0.4751)
O (-1.5953, -6.5180, -0.8757)
O (0.2749, -5.6956, 0.0718)
C (0.7920, -7.0157, 0.1346)
H (1.7827, -6.9321, 0.5734)
H (0.8511, -7.4483, -0.8662)
H (0.1497, -7.6481, 0.7518)
H (-3.2077, -4.7416, -1.4986)
C (-4.2264, -2.1528, -1.6601)
H (-4.1596, -1.0781, -1.8072)
H (-4.4246, -2.6200, -2.6233)
H (-5.0743, -2.3673, -1.0066)
O (-2.8957, -0.0136, 0.3613)
H (-3.5497, -0.6909, 0.5783)
C (-0.6998, 1.6616, -0.1760)
C (-0.6296, 1.8116, 1.3127)
C (-1.2256, 2.6992, 2.1600)
C (-0.7551, 2.3817, 3.4579)
C (0.0891, 1.3281, 3.2991)
O (0.1701, 0.9747, 2.0065)
H (0.6707, 0.7619, 3.9989)
H (-1.0108, 2.8735, 4.3737)
H (-1.9172, 3.4728, 1.8956)
H (-1.5643, 2.2400, -0.5337)
H (0.1940, 4.1165, -0.4274)
H (1.4909, 3.7414, -1.5975)
C (3.6810, 5.0396, -0.5799)
C (4.5916, 3.8932, -1.0014)
H (5.3243, 4.2659, -1.7134)
H (4.0383, 3.0886, -1.4788)
H (5.1191, 3.4999, -0.1363)
H (4.3033, 5.8902, -0.2816)
H (3.0785, 5.3670, -1.4461)
H (1.3147, 6.1634, 0.2072)
H (2.7605, 6.7169, 1.0636)

Force components x, y, z for each atom (eV/Å):
C 0.1 0.1 -0.3
H -0.1 0.1 0.1
H 0.1 -0.1 0.1
H -0.1 -0.1 0.1
C 0.0 0.0 0.2
N 0.1 0.2 0.0
C -0.1 -0.1 -0.1
H -0.1 -0.1 0.0
H 0.0 -0.1 0.0
C 0.5 0.2 0.1
N -0.1 -0.2 0.0
C 0.5 0.4 -0.3
O 0.0 -0.2 0.0
C -0.3 -0.8 -0.2
O 0.2 0.5 0.0
C -0.7 0.1 0.2
C 0.3 0.1 -0.3
C -0.4 -0.3 0.0
C 0.1 0.2 0.0
N -0.1 0.0 0.0
C 0.3 0.5 0.2
C -0.2 -0.5 0.0
C 0.2 -0.1 0.0
H 0.1 0.0 0.1
H 0.0 0.1 0.1
H 0.0 0.1 0.1
C -0.1 -0.3 0.0
O 0.1 0.1 0.0
O -0.1 0.5 -0.1
C 0.0 -0.5 -0.1
H -0.1 0.0 0.0
H 0.0 0.0 0.1
H 0.1 0.0 -0.1
H 0.0 0.1 0.0
C 0.0 -0.1 0.0
H 0.0 0.0 0.0
H -0.1 0.0 -0.1
H -0.1 0.0 0.0
O 0.1 0.1 -0.1
H 0.2 0.0 0.0
C -0.2 -0.3 0.4
C -0.7 0.8 0.0
C 0.2 -0.4 -0.5
C 0.4 -0.4 0.1
C -0.3 0.5 0.7
O 0.2 -0.3 -0.4
H 0.1 -0.1 0.0
H 0.0 0.0 0.2
H -0.2 0.2 -0.2
H 0.1 -0.1 0.1
H 0.0 0.0 -0.1
H -0.1 0.1 0.0
C 0.2 0.0 0.0
C -0.2 0.2 0.0
H 0.1 0.0 -0.1
H 0.0 -0.1 0.0
H 0.1 -0.1 0.1
H -0.1 0.0 -0.1
H 0.1 0.0 0.0
H 0.1 0.1 0.0
H -0.1 0.0 -0.1

The calculation puts the HOMO-LUMO gap at 8.0 eV. For the relative energy (zero: lowest compared OMol25 entry of this formula, charge and spin), the calculation gives 30.81 kcal per mole. The value obtained for the strongest force on any atom is 0.0210 Eh/bohr. For the HOMO energy, the calculation gives -8.10 eV. As for the SMILES: CCN(CC)CCN1C(=O)C(=O)/C(=C(/O)c2c(C)[nH]c(C(=O)OC)c2C)[C@H]1c1ccco1. The lowest unoccupied orbital energy comes out at -0.1 eV. As for the molar mass: 443.5 g/mol.

For each atom in turn, the Löwdin charge in e is: -0.081, 0.071, 0.082, 0.045, -0.264, -0.188, -0.160, 0.118, 0.103, -0.090, 0.002, -0.358, 0.101, -0.245, 0.125, -0.037, -0.177, -0.070, -0.230, 0.149, -0.108, -0.125, -0.007, 0.091, 0.081, 0.081, -0.441, 0.098, -0.033, -0.044, 0.095, 0.098, 0.098, 0.171, -0.005, 0.084, 0.087, 0.088, 0.111, 0.122, -0.145, -0.247, -0.026, -0.056, -0.106, 0.057, 0.122, 0.102, 0.116, 0.173, 0.128, 0.127, -0.264, -0.081, 0.073, 0.052, 0.081, 0.113, 0.113, 0.115, 0.113